(1)
50
Properties=species:S:1:pos:R:3 method="wB97M-V/def2-TZVPD" e_tot_ev=-37079.352 smiles="COc1c(Nc2cc(NC(=O)C3CC3)nc3nc[nH]c23)cccc1-c1ncn(C)n1" homo_energy_ev=-8.30 largest_force_ev_per_a=2.4 total_charge=0 relative_energy_ev=1.196
O -1.90 0.46 -6.75
O 1.32 -0.91 1.71
N -0.18 2.70 -3.37
N -0.04 -0.30 -0.56
N 1.04 4.09 -1.73
N 1.13 2.54 -0.14
N 1.59 -0.50 4.46
N -1.32 1.36 -4.84
N 1.85 -0.40 5.79
N -0.32 -0.18 5.60
C -1.88 0.28 3.11
C -0.65 1.49 -3.65
C -2.01 0.33 0.71
C -0.08 0.75 -1.47
C -2.63 0.50 1.94
C -0.53 -0.19 3.09
C -0.71 -1.05 -5.34
C -0.63 0.49 -2.70
C -1.66 -2.17 -4.92
C -0.69 -0.15 0.65
C 3.15 -0.71 6.40
C 0.02 -0.45 1.83
C -1.31 0.31 -5.69
C 0.47 1.97 -1.23
C 0.39 2.94 -2.16
C -1.00 -2.24 -6.28
C 1.39 -2.32 1.89
C 1.50 3.83 -0.52
C 0.67 -0.20 6.45
C 0.30 -0.32 4.35
H 0.90 -0.69 -0.43
H -1.23 -2.89 -4.23
H 3.32 -1.81 6.44
H 2.37 -2.61 2.18
H -2.71 -1.97 -4.93
H 2.06 4.56 0.07
H -1.11 -0.50 -2.87
H -2.33 0.40 4.04
H 3.25 -0.34 7.43
H 1.17 -2.84 0.93
H 0.69 -2.68 2.67
H -3.64 0.85 2.03
H -0.20 -2.97 -6.46
H -2.52 0.61 -0.20
H 0.28 -1.02 -4.92
H 0.56 -0.06 7.50
H 3.94 -0.27 5.80
H -1.61 -2.04 -7.18
H 1.28 2.10 0.76
H -1.74 2.20 -5.27



(2)
63
Properties=species:S:1:pos:R:3 method="wB97M-V/def2-TZVPD" e_tot_ev=-129256.808 multiplicity=5 homo_energy_ev="-10.24 / -9.53" largest_force_ev_per_a=5.1 total_charge=0 relative_energy_ev=2.056
Fe 15.32 0.70 -8.69
S 12.81 -0.73 -7.64
S 16.48 3.54 -10.28
S 12.11 1.70 -7.98
F 11.29 -0.67 -9.98
F 16.54 2.42 -12.72
F 14.55 3.19 -12.10
F 12.67 -2.40 -9.84
F 13.53 3.76 -8.78
F 10.84 -2.35 -8.57
F 16.14 4.57 -12.79
F 11.37 3.93 -9.25
F 12.68 2.57 -10.49
O 12.36 2.31 -6.68
O 13.99 -1.58 -7.49
O 17.95 3.49 -10.48
O 11.98 -0.62 -6.41
O 15.64 1.59 -6.64
O 17.17 -0.02 -8.29
O 15.89 4.78 -9.72
O 10.77 1.21 -8.23
O 16.03 2.23 -9.72
O 15.48 -0.50 -10.44
N 13.38 0.77 -8.39
C 15.88 3.43 -12.11
C 15.30 1.13 -5.33
C 18.68 -1.74 -8.16
C 16.10 2.04 -4.34
C 16.36 -1.46 -10.95
C 17.44 -1.17 -7.48
C 12.43 3.08 -9.24
C 17.02 2.81 -5.26
C 14.87 -1.02 -12.66
C 15.55 -2.18 -11.96
C 11.80 -1.61 -9.13
C 16.07 2.92 -6.49
C 19.52 -0.47 -8.50
C 14.55 -0.13 -11.49
C 18.43 0.54 -8.87
H 18.59 -2.44 -8.99
H 15.56 2.84 -3.83
H 15.43 0.05 -5.36
H 14.71 0.90 -11.79
H 13.54 -0.31 -11.11
H 15.62 -0.46 -13.22
H 16.60 -1.86 -7.49
H 16.07 -2.76 -12.72
H 15.18 3.55 -6.44
H 16.69 1.45 -3.64
H 16.65 3.24 -7.35
H 14.25 1.34 -5.16
H 17.79 -0.93 -6.48
H 17.79 2.09 -5.57
H 14.87 -2.90 -11.50
H 19.27 -2.23 -7.39
H 20.32 -0.68 -9.21
H 18.61 1.51 -8.41
H 16.86 -2.16 -10.27
H 17.19 -0.98 -11.47
H 17.39 3.79 -4.97
H 19.95 -0.19 -7.54
H 18.32 0.59 -9.95
H 14.04 -1.14 -13.36



(3)
18
Properties=species:S:1:pos:R:3 method="wB97M-V/def2-TZVPD" e_tot_ev=-34460.831 multiplicity=2 homo_energy_ev="-12.35 / -11.52" largest_force_ev_per_a=3.7 total_charge=0 relative_energy_ev=0.376
Tl -9.08 5.06 25.04
F -12.00 7.59 28.08
F -10.48 5.84 27.80
F -12.88 2.71 27.58
F -10.81 7.15 26.08
F -11.20 1.27 26.85
F -11.36 3.49 26.12
F -12.74 2.13 25.42
F -12.44 5.82 26.73
O -6.60 4.57 26.65
O -6.81 5.80 28.48
N -6.17 5.14 27.66
C -4.68 4.93 27.93
B -12.03 2.36 26.50
B -11.45 6.64 27.17
H -4.17 5.73 27.39
H -4.31 3.96 27.61
H -4.52 5.18 28.98



(4)
178
Properties=species:S:1:pos:R:3 method="wB97M-V/def2-TZVPD" e_tot_ev=-209480.818 homo_energy_ev=-8.23 largest_force_ev_per_a=14.3 total_charge=0
I 3.14 -5.35 4.61
I 5.97 -3.75 4.35
S 4.60 -5.01 -7.44
S 0.60 -2.44 -8.35
S 2.94 -0.14 -2.68
S 3.28 4.18 6.60
S -1.49 2.47 -6.94
S -2.36 0.14 -2.95
S -2.35 2.48 0.69
S -4.96 -1.36 5.17
P 0.39 -2.79 0.88
O 0.08 -1.27 1.25
O -2.62 1.63 -6.66
O -0.96 2.85 0.64
O 1.47 -1.66 -7.48
O 5.57 -5.23 -8.49
O 3.68 3.18 5.64
O 3.33 -5.69 -7.44
O -0.88 -3.43 0.59
O 1.94 4.67 6.69
O 1.92 4.89 2.37
O -4.46 -1.78 3.89
O 1.00 -2.80 -9.68
O -0.14 1.98 -6.91
O 2.18 -0.70 -1.57
O -2.96 1.99 1.90
O -2.07 -0.39 -4.26
O 4.38 -0.23 -2.72
O 1.32 -2.96 -0.36
O -4.28 -0.38 5.98
O -1.92 1.47 -2.56
N 1.83 -5.99 1.25
N 4.38 -3.45 1.18
C -4.03 1.80 -1.21
C 3.79 3.66 8.24
C -1.75 3.31 -8.51
C 2.44 1.57 -2.90
C -2.70 1.32 -0.63
C 0.09 -3.99 3.41
C 3.11 4.16 2.56
C -1.25 -0.04 6.24
C 1.17 0.25 -4.57
C -0.37 2.81 4.48
C -0.63 2.52 5.96
C 2.41 -2.95 2.81
C 0.07 -3.92 -7.48
C 4.34 -3.25 -7.25
C -7.47 -2.13 5.19
C 4.85 -2.89 -5.86
C -0.92 -2.87 3.67
C -1.43 -3.73 -7.21
C 0.47 4.05 4.20
C -6.82 -2.84 6.39
C -0.43 -1.63 4.44
C 2.85 -3.27 4.24
C 1.13 -3.72 2.32
C -1.84 -1.06 -1.72
C 4.17 -2.02 5.97
C -1.58 3.94 -5.92
C -3.36 3.82 0.05
C -4.12 -0.01 -2.65
C 4.69 5.94 7.94
C -1.65 -0.90 5.02
C -3.93 3.33 -1.29
C 2.26 -0.75 -4.21
C -5.30 -2.82 6.17
C -3.11 -1.53 -1.02
C 0.75 4.17 2.70
C -1.23 5.08 -6.86
C -6.66 -0.84 4.98
C 1.51 -4.99 1.73
C -1.01 -1.66 -8.43
C 3.50 -3.17 1.86
C -1.99 -2.82 -8.31
C 5.96 -3.88 -5.49
C -1.73 1.43 6.05
C 1.76 1.63 -4.27
C 4.39 5.58 6.48
C 4.92 4.61 8.66
C 4.20 -2.50 4.52
C 5.40 -5.26 -5.86
C -1.98 4.79 -8.17
C -4.27 -1.39 -2.02
H -1.46 -2.58 2.79
H 4.90 -2.74 -8.03
H 4.30 -1.65 3.86
H 0.53 -4.29 4.35
H -2.61 4.02 -5.56
H -2.73 4.71 -0.08
H -7.40 -2.76 4.30
H -2.32 1.68 6.92
H -0.05 4.94 4.52
H 1.88 -1.76 -4.08
H -4.22 1.35 -2.18
H -4.76 -2.74 7.10
H -1.67 -3.31 4.33
H -8.52 -1.91 5.37
H 4.12 2.63 8.21
H -2.29 -1.68 5.39
H -0.09 4.70 2.26
H -4.15 4.03 0.77
H -3.31 -0.90 -0.15
H -3.25 3.60 -2.10
H -1.34 -1.87 -2.24
H 1.74 1.81 -2.10
H -6.80 -0.40 4.00
H 0.28 2.19 6.44
H -1.51 6.05 -6.44
H -1.33 2.93 3.99
H -4.40 0.78 -1.95
H 3.63 4.50 3.43
H -1.15 -0.58 -1.03
H -1.09 -0.98 -7.58
H 2.50 1.88 -5.04
H -2.15 -0.32 4.27
H 3.31 2.20 -2.84
H -4.18 -2.16 -2.79
H 0.26 -4.77 -8.13
H 0.12 1.92 4.09
H -1.61 -0.44 7.18
H 3.05 -0.74 -4.96
H 4.64 -5.57 -5.15
H 6.85 -3.67 -6.08
H -0.90 3.84 -5.08
H 3.91 6.38 5.93
H 2.93 3.75 8.90
H 1.00 2.41 -4.29
H -4.66 0.11 -3.58
H -1.64 5.43 -8.98
H 3.53 -2.68 6.54
H 0.85 0.16 -5.60
H 2.16 -2.84 4.95
H 5.21 -1.86 -5.83
H 2.20 -1.89 2.76
H -0.15 5.10 -7.05
H 6.17 -6.03 -5.95
H -0.49 -4.83 3.07
H 6.23 -3.83 -4.44
H -1.10 -1.11 -9.36
H -1.57 -3.25 -6.24
H -0.86 3.17 -9.12
H 5.56 6.60 8.01
H -4.85 1.52 -0.54
H -2.61 2.87 -9.01
H -6.88 -0.11 5.76
H -1.01 3.40 6.46
H 0.64 -4.02 -6.57
H -7.19 -3.86 6.50
H -4.96 -3.68 5.61
H 0.87 -0.76 1.51
H -2.74 0.31 -0.23
H -2.04 -3.37 -9.25
H -4.89 3.79 -1.50
H 0.30 0.09 -3.94
H -3.05 4.98 -8.03
H 5.16 -2.12 6.39
H 5.88 4.19 8.36
H 0.15 -1.98 5.29
H 4.04 -2.97 -5.14
H 3.89 -0.98 6.03
H 3.72 4.31 1.68
H -7.07 -2.30 7.30
H -0.17 -0.01 6.32
H -2.99 -2.47 -8.07
H -1.94 -4.69 -7.18
H 1.52 -2.11 -0.82
H -5.24 -1.51 -1.54
H 4.94 4.74 9.74
H 0.13 -0.99 3.76
H 1.40 4.01 4.77
H 3.84 6.46 8.37
H 2.94 3.09 2.65
H 0.78 3.21 2.21
H 3.28 -3.03 -7.36
H 5.29 5.25 5.97
H -3.00 -2.55 -0.66
H -2.36 1.47 5.18
H -1.90 1.40 -1.36



(5)
15
Properties=species:S:1:pos:R:3 method="wB97M-V/def2-TZVPD" e_tot_ev=-21242.871 homo_energy_ev=-13.47 largest_force_ev_per_a=5.4 total_charge=+1 relative_energy_ev=4.000
Cl 0.00 2.56 0.73
N -1.94 0.58 -0.26
N -0.70 0.03 -0.58
N 1.06 -1.59 -0.05
C -0.37 -1.23 0.03
C 0.63 1.20 0.02
C 2.06 -0.83 -0.16
C 1.83 0.62 0.00
H 2.78 1.08 0.28
H -0.63 -1.12 1.09
H -1.74 1.45 0.20
H -0.93 -2.03 -0.51
H -2.48 -0.03 0.44
H 3.02 -1.36 -0.21
H -2.58 0.67 -1.01



(6)
18
Properties=species:S:1:pos:R:3 method="wB97M-V/def2-TZVPD" e_tot_ev=-12959.848 homo_energy_ev=-8.38 largest_force_ev_per_a=6.1 total_charge=0 relative_energy_ev=4.858
O -1.47 1.67 -0.71
O 0.94 -1.05 -0.29
O -0.01 2.07 2.08
N 2.03 1.21 1.53
C 0.69 1.38 1.41
C -0.85 0.47 -0.94
C 0.20 0.05 -0.18
C -1.58 -0.19 -2.08
C 0.44 -2.22 0.44
H 0.15 -1.63 1.43
H -0.74 -0.37 -2.81
H -2.26 0.73 -2.36
H -0.46 -2.58 0.09
H -2.11 -1.03 -1.87
H 2.52 0.45 1.07
H -1.26 2.07 0.16
H 2.45 1.82 2.29
H 1.32 -2.86 0.74



(7)
18
Properties=species:S:1:pos:R:3 method="wB97M-V/def2-TZVPD" e_tot_ev=-20394.486 smiles="C[C@@H]1C[C@H](/C=C/Cl)N1" homo_energy_ev=-8.96 largest_force_ev_per_a=3.0 total_charge=0 relative_energy_ev=1.984
Cl 3.83 0.34 -0.09
N -1.07 -0.75 -0.91
C 1.47 -0.95 -0.50
C -1.08 1.70 -0.27
C 2.29 -0.26 0.24
C -0.55 -0.52 1.15
C -1.49 0.24 0.09
C 0.02 -1.26 -0.10
H -1.30 2.03 -1.39
H -1.50 2.51 0.43
H 0.13 0.20 1.64
H 0.08 -2.35 -0.10
H -0.86 -0.31 -1.87
H 0.04 1.71 -0.21
H 1.86 0.00 1.24
H -1.13 -1.14 1.89
H -2.53 0.20 0.22
H 1.77 -1.38 -1.45



(8)
47
Properties=species:S:1:pos:R:3 method="wB97M-V/def2-TZVPD" e_tot_ev=-54987.791 homo_energy_ev=-9.50 largest_force_ev_per_a=1.1 total_charge=0
Cl -0.93 0.19 2.27
S 0.89 -2.75 0.16
O 1.91 -2.54 -0.80
O 0.55 0.55 -3.75
O -0.56 -2.53 -0.49
O 0.89 -1.46 1.14
O 0.83 -3.94 0.93
O 1.96 3.64 2.34
N -5.42 -0.84 -0.23
N 1.12 -1.58 -4.15
N 1.61 4.40 4.42
C -0.29 -0.68 0.87
C 2.19 2.04 4.09
C 1.51 4.31 5.86
C -2.70 -1.45 0.21
C 1.70 -2.69 -4.88
C -5.02 -1.64 0.75
C 1.91 3.41 3.53
C 0.10 0.33 -0.19
C -3.10 -0.61 -0.83
C -1.28 -1.78 0.51
C -3.70 -1.98 1.01
C -4.45 -0.36 -1.00
C 1.73 0.14 -5.79
C 1.08 -0.26 -4.49
H 1.62 1.21 -5.91
H 2.15 -2.34 -5.80
H -3.47 -2.65 1.82
H 2.22 4.99 6.34
H 0.77 -0.11 -0.92
H 2.47 -3.17 -4.27
H -5.80 -2.03 1.40
H 0.93 -3.43 -5.11
H -2.38 -0.16 -1.50
H 3.05 2.05 4.76
H 2.79 -0.11 -5.78
H -0.75 0.75 -0.72
H -1.30 -2.41 1.40
H 1.32 1.65 4.62
H 1.43 5.29 3.99
H 0.67 -1.77 -3.26
H -4.76 0.28 -1.82
H 1.72 3.30 6.20
H 0.51 4.58 6.19
H 1.25 -0.36 -6.63
H 2.42 1.37 3.26
H 0.62 1.15 0.29